No. 1
Computed, not measured: a gas-phase ion, C17H27F2N6O3S2 (charge +1) at a distorted geometry, with ωB97M-V/def2-TZVPD.

Each line ends with the natural charge from an NBO analysis.
CARTESIAN COORDINATES (ANGSTROEM)
C  1.806  -2.232  2.540  -0.63
C  0.333  -2.637  3.140  -0.45
C  -0.262  -1.365  3.927  -0.24
N  -1.478  -0.748  3.310  -0.64
C  -1.204  -0.141  1.988  0.40
O  -2.198  -0.699  1.073  -0.52
C  -1.654  -0.427  -0.243  0.23
C  -2.552  -1.268  -1.297  -0.44
C  -1.604  -2.427  -1.943  -0.41
C  -0.707  -1.665  -3.076  -0.54
S  1.086  -2.004  -2.731  0.24
C  1.905  -1.831  -4.384  -0.09
S  1.192  -2.495  -5.768  0.11
N  3.181  -1.104  -4.603  -0.46
C  3.299  0.341  -4.678  -0.14
C  4.827  0.484  -4.954  -0.07
N  5.503  -0.816  -5.024  -0.43
C  4.453  -1.775  -4.796  0.16
N  -1.709  1.052  -0.444  -0.49
C  -3.107  1.577  -0.573  -0.34
C  -3.285  3.117  -0.177  0.83
O  -3.093  3.965  -1.084  -0.48
F  -3.613  3.528  1.146  -0.32
C  -0.965  1.776  0.640  0.69
N  -0.153  2.740  0.215  -0.10
F  0.045  3.044  -1.089  -0.10
N  -1.255  1.389  2.000  -0.42
C  -0.362  1.957  3.034  0.05
O  -0.553  3.406  3.198  -0.55
C  0.691  3.827  3.878  -0.28
H  2.266  -1.332  3.095  0.20
H  1.748  -1.922  1.429  0.20
H  2.566  -3.098  2.644  0.24
H  0.500  -3.568  3.780  0.24
H  -0.288  -2.932  2.208  0.21
H  0.542  -0.557  4.130  0.19
H  -0.580  -1.744  4.975  0.24
H  -2.134  -1.536  3.127  0.40
H  -0.120  -0.391  1.647  0.17
H  -0.570  -0.815  -0.384  0.22
H  -3.358  -1.826  -0.699  0.25
H  -2.954  -0.649  -2.168  0.23
H  -0.951  -2.925  -1.132  0.22
H  -2.241  -3.266  -2.397  0.25
H  -1.066  -1.960  -4.118  0.27
H  -0.873  -0.523  -2.963  0.21
H  2.516  1.169  -4.589  0.25
H  5.407  1.456  -5.126  0.23
H  4.499  -2.911  -4.754  0.24
H  -3.878  0.938  -0.016  0.25
H  -3.378  1.502  -1.696  0.27
H  0.370  3.313  0.891  0.44
H  0.735  1.800  2.700  0.16
H  -0.464  1.511  4.081  0.25
H  1.117  2.976  4.544  0.19
H  0.549  4.754  4.525  0.24
H  1.473  3.966  3.038  0.17

Results
**Molecular weight**: 465.57 g mol⁻¹
**HOMO-LUMO gap**: 6.06 eV
**Maximum force**: 0.118 Eh/bohr
**2S+1**: 1
**E_LUMO**: -4.4 eV
**HOMO level**: -0.385 hartree
**Charge**: +1

No. 2
Computed, not measured: a single C17H27N3O2 molecule, with ωB97M-V/def2-TZVPD.

Each line ends with the natural charge from an NBO analysis.
CARTESIAN COORDINATES (ANGSTROEM)
C  -4.980  -2.919  0.897  -0.61
C  -5.944  -1.748  0.749  -0.39
C  -5.265  -0.471  0.252  -0.40
C  -4.761  -0.583  -1.185  -0.40
C  -4.291  0.753  -1.764  -0.38
C  -3.124  1.400  -1.015  -0.40
C  -1.863  0.538  -1.013  -0.39
C  -0.634  1.274  -0.477  -0.39
C  -0.736  1.599  1.012  -0.40
C  0.546  2.238  1.545  -0.22
N  1.667  1.335  1.459  -0.58
C  2.758  1.551  0.723  0.58
O  3.012  2.549  0.072  -0.63
C  3.731  0.364  0.780  0.59
O  3.470  -0.644  1.411  -0.61
N  4.836  0.621  0.055  -0.58
C  5.961  -0.163  -0.166  0.35
C  6.115  -1.440  0.374  -0.28
C  7.281  -2.123  0.083  -0.15
C  8.239  -1.524  -0.723  -0.28
C  7.981  -0.251  -1.206  0.05
N  6.873  0.415  -0.938  -0.44
H  -4.155  -2.652  1.554  0.20
H  -4.572  -3.214  -0.067  0.20
H  -5.492  -3.779  1.324  0.21
H  -6.402  -1.544  1.720  0.20
H  -6.745  -2.024  0.059  0.19
H  -5.982  0.352  0.309  0.20
H  -4.434  -0.235  0.919  0.19
H  -5.573  -0.958  -1.813  0.20
H  -3.947  -1.306  -1.239  0.20
H  -3.996  0.595  -2.804  0.20
H  -5.131  1.452  -1.763  0.20
H  -3.430  1.617  0.009  0.19
H  -2.896  2.353  -1.499  0.20
H  -2.027  -0.358  -0.411  0.19
H  -1.657  0.218  -2.037  0.20
H  -0.489  2.199  -1.038  0.20
H  0.247  0.648  -0.641  0.20
H  -0.940  0.683  1.573  0.19
H  -1.558  2.293  1.188  0.21
H  0.810  3.119  0.954  0.23
H  0.407  2.539  2.589  0.20
H  1.611  0.434  1.919  0.42
H  4.845  1.535  -0.399  0.45
H  5.344  -1.865  0.995  0.25
H  7.440  -3.114  0.481  0.22
H  9.159  -2.030  -0.968  0.22
H  8.690  0.267  -1.838  0.20

Results
**Molecular weight**: 305.42 g mol⁻¹
**HOMO-LUMO gap**: 9.51 eV
**Maximum force**: 0.012 Eh/bohr
**2S+1**: 1
**E_LUMO**: 0.5 eV
**HOMO level**: -0.331 hartree

No. 3
Computed, not measured: a single C17H27N5O3 molecule, with ωB97M-V/def2-TZVPD.

Each line ends with the natural charge from an NBO analysis.
CARTESIAN COORDINATES (ANGSTROEM)
C  -5.432  -3.492  1.798  -0.60
C  -4.677  -3.911  0.541  -0.39
C  -3.678  -2.850  0.089  -0.40
C  -2.932  -3.261  -1.175  -0.21
N  -1.971  -2.251  -1.576  -0.15
C  -0.666  -2.185  -1.281  -0.09
C  -0.261  -0.998  -1.856  0.06
C  1.086  -0.306  -1.833  0.07
C  1.126  0.672  -3.000  -0.61
C  2.219  -1.337  -1.965  -0.07
O  2.253  -2.245  -0.875  -0.54
C  2.442  -1.582  0.358  -0.08
C  1.307  -0.596  0.602  -0.26
N  1.294  0.343  -0.520  -0.44
C  1.999  1.500  -0.373  0.69
O  2.647  2.031  -1.259  -0.62
C  2.000  2.167  1.004  0.00
O  0.762  1.963  1.705  -0.39
N  0.374  3.157  2.320  -0.10
C  1.135  4.099  1.944  0.22
C  1.019  5.498  2.444  -0.65
C  2.157  3.675  0.922  -0.28
C  3.580  4.176  1.142  -0.61
N  -1.328  -0.419  -2.428  -0.24
N  -2.373  -1.188  -2.260  -0.07
H  -6.137  -4.264  2.106  0.21
H  -4.748  -3.316  2.630  0.20
H  -5.997  -2.574  1.631  0.21
H  -4.156  -4.855  0.727  0.19
H  -5.392  -4.108  -0.262  0.20
H  -4.198  -1.908  -0.095  0.22
H  -2.959  -2.656  0.890  0.20
H  -2.398  -4.200  -1.033  0.21
H  -3.625  -3.407  -2.002  0.22
H  -0.148  -2.950  -0.730  0.24
H  0.767  0.181  -3.904  0.22
H  0.482  1.529  -2.813  0.24
H  2.130  1.033  -3.201  0.24
H  2.095  -1.925  -2.875  0.20
H  3.180  -0.816  -2.044  0.18
H  2.481  -2.330  1.152  0.20
H  3.411  -1.063  0.360  0.17
H  0.355  -1.129  0.586  0.21
H  1.320  -0.129  1.583  0.25
H  2.818  1.713  1.580  0.19
H  1.188  6.209  1.636  0.22
H  0.030  5.680  2.862  0.24
H  1.759  5.683  3.223  0.23
H  1.815  4.037  -0.053  0.24
H  3.635  5.263  1.075  0.21
H  3.963  3.877  2.121  0.20
H  4.244  3.766  0.381  0.23

Results
**Molecular weight**: 349.43 g mol⁻¹
**HOMO-LUMO gap**: 9.70 eV
**Maximum force**: 0.018 Eh/bohr
**2S+1**: 1
**E_LUMO**: 0.7 eV
**HOMO level**: -0.330 hartree

No. 4
Computed, not measured: a molecular structure, C17H27O13 at a distorted geometry, with ωB97M-V/def2-TZVPD.

Each line ends with the natural charge from an NBO analysis.
CARTESIAN COORDINATES (ANGSTROEM)
C  20.988  26.580  -29.162  -0.21
O  19.967  27.473  -28.833  -0.92
H  21.136  26.632  -30.240  0.11
H  21.917  26.739  -28.615  0.12
H  20.928  25.527  -28.885  0.07
C  18.767  24.372  -28.414  -0.66
C  19.322  23.470  -29.591  0.01
C  20.342  22.639  -29.003  -0.08
O  19.911  21.369  -29.008  -0.49
C  18.805  21.315  -29.754  0.96
O  18.299  20.308  -30.086  -0.59
O  18.251  22.516  -29.765  -0.47
H  17.789  24.714  -28.753  0.23
H  19.431  25.186  -28.122  0.24
H  18.427  23.711  -27.616  0.22
H  19.644  24.135  -30.393  0.17
H  20.411  22.940  -27.958  0.18
H  21.308  22.715  -29.501  0.16
C  22.549  24.309  -27.815  -0.65
C  23.317  25.351  -27.122  0.07
C  23.649  26.648  -27.813  -0.15
O  22.687  27.555  -27.144  -0.52
C  22.271  27.117  -25.971  0.99
O  21.583  27.655  -25.152  -0.56
O  22.605  25.776  -25.910  -0.52
H  21.636  24.752  -28.213  0.23
H  22.162  23.551  -27.133  0.23
H  23.081  23.812  -28.627  0.21
H  24.222  24.906  -26.710  0.18
H  23.527  26.626  -28.896  0.24
H  24.717  26.811  -27.666  0.19
C  19.475  25.461  -32.601  -0.63
C  19.021  25.223  -31.154  0.09
C  18.434  26.472  -30.277  -0.12
O  17.059  26.083  -30.281  -0.54
C  16.823  24.830  -30.781  0.98
O  15.851  24.196  -30.525  -0.60
O  17.878  24.371  -31.349  -0.50
H  18.681  25.857  -33.235  0.22
H  19.997  24.587  -32.989  0.21
H  20.189  26.281  -32.686  0.21
H  19.818  24.835  -30.521  0.21
H  18.300  27.478  -30.676  0.20
H  18.967  26.414  -29.328  0.29
C  23.089  27.998  -29.784  -0.61
C  23.598  29.416  -29.410  0.06
C  24.872  29.465  -28.538  -0.10
O  25.855  29.655  -29.469  -0.49
C  25.342  29.993  -30.640  0.96
O  26.002  30.051  -31.709  -0.65
O  24.090  30.089  -30.609  -0.47
H  22.430  28.062  -30.649  0.24
H  22.645  27.657  -28.849  0.25
H  23.895  27.264  -29.804  0.16
H  22.749  30.044  -29.140  0.23
H  25.240  28.594  -27.996  0.20
H  24.862  30.346  -27.896  0.18

Results
**Molecular weight**: 439.39 g mol⁻¹
**HOMO-LUMO gap**: 6.41 eV
**Maximum force**: 0.197 Eh/bohr
**2S+1**: 1
**E_LUMO**: 2.2 eV
**HOMO level**: -0.156 hartree
**Charge**: -1